Molecular formula: C5H10O2
Method: DFT, ωB97M-V/def2-TZVPD

Geometry as XYZ:
```
17
C5H10O2 | OMol25 | ωB97M-V/def2-TZVPD
C -1.120 -1.079 0.617
C -0.602 0.042 -0.259
C 0.845 -0.048 -0.707
C 1.807 -0.146 0.472
O 1.726 0.972 1.329
C -1.526 0.891 -1.016
O -0.983 1.345 0.219
H -0.733 -2.052 0.294
H -0.794 -0.907 1.649
H -2.214 -1.119 0.610
H 1.087 0.843 -1.298
H 0.970 -0.922 -1.360
H 2.837 -0.207 0.102
H 1.613 -1.079 1.029
H 0.854 1.377 1.220
H -2.594 0.670 -0.997
H -1.173 1.421 -1.902
```

**SMILES**: C[C@@]1(CCO)CO1
**LUMO energy**: 0.92 eV
**Relative energy (zero: lowest compared OMol25 entry of this formula, charge and spin)**: 203.2 kJ/mol

Molecular formula: C27H60BrN3
Method: DFT, ωB97M-V/def2-TZVPD

Geometry as XYZ:
```
91
C27H60BrN3 | OMol25 | ωB97M-V/def2-TZVPD
C 1.196 4.640 -3.107
C 0.746 4.125 -1.727
C 0.973 2.658 -1.632
C 2.459 2.405 -1.301
N 2.750 0.874 -1.068
C 2.316 -0.086 -2.236
C 3.151 -1.297 -2.095
C 4.485 -0.902 -1.433
C 4.310 0.573 -0.984
C 2.294 0.478 0.303
H 2.253 4.863 -3.250
H 0.666 5.534 -3.436
H 1.141 3.824 -3.828
H -0.300 4.421 -1.651
H 1.337 4.679 -0.998
H 0.700 2.015 -2.469
H 0.244 2.370 -0.874
H 2.732 2.918 -0.379
H 3.161 2.790 -2.040
H 1.242 -0.213 -2.371
H 2.552 0.497 -3.127
H 2.502 -1.909 -1.469
H 3.234 -1.664 -3.118
H 4.813 -1.565 -0.633
H 5.218 -0.956 -2.237
H 4.686 0.746 0.024
H 4.810 1.302 -1.621
H 2.496 1.141 1.144
H 2.669 -0.488 0.643
H 1.219 0.329 0.197
C -0.366 1.373 -3.261
C -1.614 1.239 -2.547
C -2.186 -0.258 -2.586
C -3.546 -0.369 -1.874
N -3.441 -1.103 -0.538
C -3.073 -2.637 -0.628
C -4.233 -3.537 -0.174
C -5.375 -2.508 -0.247
C -4.820 -1.084 0.143
C -2.396 -0.370 0.362
H -0.523 1.045 -4.289
H 0.380 0.702 -2.837
H 0.096 2.355 -3.364
H -2.340 1.987 -2.864
H -1.433 1.506 -1.506
H -1.490 -1.050 -2.307
H -2.362 -0.571 -3.615
H -4.230 -0.941 -2.500
H -4.051 0.556 -1.595
H -2.187 -2.914 -0.056
H -2.767 -2.968 -1.621
H -4.291 -4.102 0.756
H -4.319 -4.262 -0.984
H -6.153 -2.771 0.470
H -5.902 -2.369 -1.190
H -4.674 -1.153 1.221
H -5.526 -0.318 -0.177
H -2.526 0.712 0.363
H -1.399 -0.524 -0.051
H -2.342 -0.957 1.279
C -0.823 3.058 1.387
C 0.217 2.105 1.950
C -0.201 0.554 1.958
C 1.002 -0.493 2.169
N 0.551 -1.862 2.850
C 0.232 -1.725 4.328
C 1.635 -1.591 4.978
C 2.684 -2.208 3.937
C 1.752 -2.823 2.942
C -0.650 -2.419 2.085
H -0.333 4.032 1.393
H -1.757 3.046 1.949
H -1.178 2.901 0.369
H 0.498 2.559 2.901
H 1.132 2.216 1.369
H -0.644 0.335 0.986
H -1.010 0.471 2.683
H 1.755 0.004 2.781
H 1.561 -0.645 1.245
H -0.526 -2.441 4.645
H -0.196 -0.724 4.394
H 1.625 -2.111 5.936
H 1.941 -0.576 5.233
H 3.289 -3.007 4.366
H 3.374 -1.432 3.604
H 1.373 -3.735 3.403
H 2.176 -2.971 1.948
H -0.886 -3.364 2.575
H -0.433 -2.613 1.035
H -1.481 -1.762 2.343
Br 0.355 -1.591 -0.757
```

**LUMO energy**: -4.18 eV
**Net charge**: +2
**Relative energy (zero: lowest compared OMol25 entry of this formula, charge and spin)**: 911.0 kJ/mol

Molecular formula: C4H5Cl3F2
Method: DFT, ωB97M-V/def2-TZVPD

Geometry as XYZ:
```
14
C4H5Cl3F2 | OMol25 | ωB97M-V/def2-TZVPD
C -2.875 1.460 -1.013
C 2.263 -1.345 -0.249
C 1.103 -0.713 0.440
C 1.082 -0.264 1.688
H -3.643 0.860 -1.499
H 3.131 -1.398 0.415
H 2.533 -0.767 -1.137
H 2.003 -2.355 -0.576
H 1.959 -0.328 2.326
F -3.445 2.492 -0.368
F 0.010 -0.624 -0.332
Cl -2.022 0.447 0.155
Cl -1.785 2.082 -2.254
Cl -0.313 0.454 2.403
```

**SMILES**: C/C(F)=C/Cl.FC(Cl)Cl
**LUMO energy**: 0.78 eV
**Relative energy (zero: lowest compared OMol25 entry of this formula, charge and spin)**: 23.8 kJ/mol

Molecular formula: C10H17CdNO2
Method: DFT, ωB97M-V/def2-TZVPD

Geometry as XYZ:
```
31
C10H17CdNO2 | OMol25 | ωB97M-V/def2-TZVPD
C -0.316 1.053 -1.338
C -0.233 -1.946 -0.725
C 0.855 0.873 -2.100
H -0.463 1.900 -0.671
C 1.030 -1.713 -0.140
H -0.602 -2.979 -0.579
H 0.559 0.330 -3.018
H 1.429 -2.598 0.381
C 2.157 0.160 -1.664
H 2.947 0.923 -1.576
H 2.492 -0.516 -2.467
C -1.442 0.154 -1.592
H -2.042 0.478 -2.465
H -2.131 0.017 -0.741
C -0.849 -1.280 -1.946
H -0.152 -1.274 -2.805
H -1.674 -1.927 -2.279
C 2.128 -0.670 -0.374
H 3.084 -1.219 -0.357
H 2.170 0.013 0.480
Cd -0.475 -1.061 1.184
H 1.012 1.926 -2.470
N 0.035 0.407 2.971
C -0.950 1.461 3.221
C -2.280 1.063 2.568
O -3.237 1.749 2.915
O -2.269 0.071 1.736
H 0.000 -0.234 3.766
H 0.964 0.819 2.988
H -1.121 1.597 4.297
H -0.627 2.420 2.798
```

**LUMO energy (spin up / spin down)**: -0.12 / -0.08 eV
**Relative energy (zero: lowest compared OMol25 entry of this formula, charge and spin)**: 0.0 kJ/mol

Molecular formula: C2H4N2
Method: DFT, ωB97M-V/def2-TZVPD

Geometry as XYZ:
```
8
C2H4N2 | OMol25 | ωB97M-V/def2-TZVPD
C -1.481 0.164 -0.165
C -0.519 -0.775 0.149
N -2.361 0.896 0.033
N 1.504 1.036 0.041
H -0.609 -1.034 1.245
H -0.060 -1.364 -0.660
H 1.944 0.082 0.338
H 1.581 0.994 -0.983
```

**LUMO energy (spin up / spin down)**: -0.77 / -1.35 eV
**Relative energy (zero: lowest compared OMol25 entry of this formula, charge and spin)**: 423.0 kJ/mol

Molecular formula: C29H28IN3O11P2S
Method: DFT, ωB97M-V/def2-TZVPD

Geometry as XYZ:
```
75
C29H28IN3O11P2S | OMol25 | ωB97M-V/def2-TZVPD
C 1.547 4.226 1.026
C 0.064 4.326 0.382
O 0.041 3.623 -0.900
C -0.999 3.524 1.337
O -1.996 2.958 0.443
C -2.094 1.535 0.614
C -2.924 0.926 1.800
C -3.059 -0.618 2.034
C -3.883 -1.210 3.281
C -3.013 -0.853 4.607
N -1.764 -1.302 4.620
C -2.361 -1.536 1.008
C -1.546 -0.974 -0.220
C -1.420 0.557 -0.380
N -0.928 -1.891 -1.194
C -0.032 -2.884 -0.571
C -0.605 -3.773 0.598
C 0.201 -4.861 1.342
C 1.692 -5.043 0.878
P 2.690 -6.375 1.773
O 3.567 -5.829 2.911
O 3.541 -7.407 0.699
O 1.535 -7.411 2.535
C 2.280 -4.140 -0.273
I 4.367 -4.472 -0.738
C 1.463 -3.073 -1.042
P 2.032 -1.979 -2.448
N 0.869 -2.029 -3.566
O 3.452 -2.455 -3.242
O 2.187 -0.351 -1.961
S -2.373 -3.406 1.092
H 1.552 4.815 2.003
H 1.755 3.115 1.193
H 2.269 4.652 0.253
H -0.260 5.417 0.254
H -0.453 4.171 -1.553
H -1.537 4.259 2.053
H -0.490 2.732 1.981
H -3.428 1.706 2.480
H -4.112 -2.322 3.188
H -4.839 -0.568 3.383
H -3.470 -0.224 5.447
H -1.325 -0.970 5.507
H -0.820 0.997 -1.245
H -1.670 -2.459 -1.659
H -0.278 -5.454 2.184
H 3.241 -8.337 0.878
H 1.035 -6.910 3.215
H 0.471 -1.092 -3.707
H 4.175 -1.817 -2.996
H 1.458 -0.091 -1.350
C -1.656 6.393 6.037
C -0.791 5.764 5.241
C -0.113 6.472 4.135
O 0.676 5.897 3.406
C -0.429 7.903 3.945
C -1.295 8.532 4.741
C -1.973 7.824 5.848
O -2.761 8.398 6.576
H -2.162 5.890 6.851
H -0.547 4.716 5.366
H 0.077 8.406 3.131
H -1.538 9.580 4.616
C 1.173 -3.826 -7.070
C 1.673 -2.624 -6.778
C 1.931 -1.624 -7.836
O 2.389 -0.528 -7.572
C 1.611 -2.006 -9.229
C 1.111 -3.207 -9.520
C 0.853 -4.208 -8.462
O 0.395 -5.304 -8.727
H 0.979 -4.570 -6.308
H 1.912 -2.329 -5.763
H 1.805 -1.261 -9.990
H 0.872 -3.504 -10.534
```

**SMILES**: [H]/N=C/Cc1cc(OC[C@@H](C)O)cc2c1Sc1cc(P(=O)(O)O)c(I)c(P(=N)(O)O)c1N2.O=C1C=CC(=O)C=C1.O=C1C=CC(=O)C=C1
**LUMO energy**: -2.04 eV

no.,energy (eV)
1,-9440.93706
2,-103463.02073
3,-47229.89627
4,-20790.28063
5,-5114.57619
6,-95023.14193